1.
23
Properties=species:S:1:pos:R:3:forces:R:3:nbo_charge:R:1 method="wB97M-V/def2-TZVPD" charge=-1 de_lowest_kcal_mol=82.5 homo_energy_ev=-3.49 e_lumo_ev=3.815
C 1.126458 -1.641050 0.833251 -1.6224 2.2304 5.7326 0.03
O 1.026869 -1.808002 -0.390753 0.5573 -0.3700 -7.2254 -0.83
C -0.165991 -1.048486 1.535606 -0.3155 0.7969 0.3000 -0.42
C -0.135868 0.427487 1.951193 -2.3391 -0.4257 -0.9524 -0.41
C -0.569490 1.141076 0.668177 4.8987 0.5029 -0.1749 -0.13
C 0.337320 1.201603 -0.337493 -3.2600 1.2781 -0.3312 0.03
N 0.056451 1.660658 -1.646209 -0.0294 0.1857 -0.0025 -0.87
C -1.935344 1.393068 0.477131 -3.5277 -4.2557 2.9336 -0.63
H 1.951782 -1.020471 1.285399 0.2512 -0.1721 -0.3243 0.06
H 1.071958 -2.556992 1.356163 1.1148 -1.9713 0.8760 0.10
H -1.091052 -1.200221 0.951713 0.5755 0.1019 -0.5097 0.18
H -0.409131 -1.679717 2.349662 0.1732 -0.7110 1.5833 0.16
H -0.823007 0.611024 2.798652 -0.4361 -0.0244 -0.5149 0.17
H 0.733182 0.814278 2.386066 2.0722 0.1575 0.0705 0.20
H 1.288142 0.853688 -0.199129 2.4172 -0.6972 0.3577 0.19
H -0.959233 1.691135 -1.811131 0.8554 -0.1305 -0.0879 0.34
H 0.528650 1.063613 -2.374472 -0.8996 0.2653 1.0380 0.44
H -2.299889 2.138548 -0.121617 -0.6666 1.9967 -1.4687 0.21
H -2.374368 1.402734 1.535795 -0.0084 0.6925 -1.4700 0.20
H -2.374030 0.357622 0.127568 0.1851 1.7112 0.0564 0.19
H 0.928950 -1.042633 -1.402850 -0.9987 -0.9944 -0.8947 0.51
H -0.416620 -0.918423 -2.379263 -3.3830 -0.4582 0.6901 0.43
O 0.461506 -0.814620 -2.577532 4.3860 0.2914 0.3184 -1.13

---

2.
24
Properties=species:S:1:pos:R:3:forces:R:3:nbo_charge:R:1 method="wB97M-V/def2-TZVPD" charge=+1 de_lowest_kcal_mol=86.1 homo_energy_ev=-14.80 e_lumo_ev=-4.827
C -0.958931 -1.767881 -0.974928 0.8972 1.9927 2.2263 0.09
C 0.501632 -0.379578 1.973858 -1.9719 1.4998 1.3856 -0.79
C 1.877237 -0.941282 -0.034346 2.0239 2.0234 -0.8840 -0.77
C 0.945858 1.416533 0.179795 0.6387 -1.0780 -0.5587 -0.75
C -3.264956 0.702092 -1.311422 -0.5297 -3.5200 4.0032 -0.77
C 0.975310 -0.032738 0.644294 0.1596 0.4103 0.0396 0.59
N -0.958802 -0.698819 -0.262652 0.3997 -0.3709 -0.6613 -0.65
O -1.981540 1.290232 0.978256 0.4561 0.2874 -0.1850 -0.92
O -3.165107 -0.866169 0.909844 0.7705 0.7510 -0.8938 -0.89
S -2.389243 0.149716 0.226298 -2.0429 -1.0598 -0.0154 2.22
H -1.743320 -2.204703 -1.516627 -1.3482 -0.3882 -0.5974 0.21
H -0.033610 -2.283870 -0.856108 0.6407 -0.6464 -0.7755 0.19
H 1.367876 -0.283086 2.699143 -1.2819 0.3692 -0.4708 0.29
H -0.504877 0.181503 2.115358 2.4258 0.2187 0.8283 0.28
H 0.038931 -1.328194 2.097354 0.6608 -1.5733 -0.3367 0.26
H 1.810148 -1.963725 0.004005 -1.1208 -2.5795 0.6652 0.25
H 2.903686 -0.849483 0.490680 -1.2248 0.6356 -0.9784 0.32
H 1.885309 -0.666709 -1.093090 0.8299 0.0700 0.1310 0.25
H 1.158583 1.470845 -0.897619 0.1284 0.0736 0.4289 0.24
H -0.051049 1.683340 0.355559 -1.4693 0.8002 0.0844 0.28
H 1.507952 2.203802 0.720760 0.2182 -1.0147 0.0843 0.30
H -2.612725 0.540845 -2.054187 2.2475 -0.0048 -3.0493 0.23
H -4.012050 -0.101641 -1.285829 -0.4791 0.8778 -0.4843 0.27
H -3.507038 1.663917 -1.046641 -1.0283 2.2259 0.0137 0.27

---

3.
24
Properties=species:S:1:pos:R:3:forces:R:3:nbo_charge:R:1 method="wB97M-V/def2-TZVPD" charge=+1 de_lowest_kcal_mol=0.0 homo_energy_ev=-12.46 e_lumo_ev=-3.877
C 2.453268 -2.558174 -1.190098 0.5314 0.6234 -0.0126 -0.75
C 2.062859 -1.031113 -0.955371 2.2002 2.8705 -1.0213 0.77
O 2.716639 -0.042901 -1.323927 -2.2876 -4.2450 1.4356 -0.46
O 0.809038 -0.746143 -0.258366 -0.1899 -1.2870 -2.5494 -0.54
C -0.212565 -0.904708 -1.303273 0.9702 2.1903 1.3118 0.03
N -0.813290 -2.287961 -1.085388 0.2858 -0.4565 -0.7239 -0.72
H 2.914550 -2.941106 -0.212915 -0.7603 0.4474 -1.4058 0.28
H 3.243555 -2.604756 -2.020733 -1.1585 0.2157 1.3729 0.29
H 1.595058 -3.232996 -1.514972 1.0176 0.9539 0.6125 0.20
H 0.292635 -0.797562 -2.319628 -1.1636 -0.3730 1.1716 0.23
H -0.995426 -0.086966 -1.108878 1.0931 -1.2658 -0.4120 0.29
H -1.832922 -2.245655 -0.924937 0.5004 -0.1766 -0.0709 0.46
H -0.592771 -2.888697 -1.905909 -0.5733 0.3237 0.5725 0.45
H -0.323606 -2.722502 -0.279700 -0.4816 0.4207 -0.2184 0.47
C -2.393478 2.523706 1.940234 -0.2663 -0.1138 -0.3805 -0.73
C -1.191500 2.345445 1.052519 -0.0033 -0.0572 -0.3920 0.62
O -1.310386 2.019916 -0.117844 0.0223 -0.2342 0.3591 -0.60
C 0.162868 2.584288 1.662952 0.1918 -0.0904 -0.4340 -0.73
H -3.300567 2.319195 1.367346 0.1213 0.0512 0.0645 0.24
H -2.343554 1.824985 2.778115 0.0644 0.2088 0.1227 0.23
H -2.435589 3.551197 2.306854 0.0600 -0.1160 0.1860 0.25
H 0.326299 1.888362 2.488590 -0.0455 0.1995 0.1299 0.23
H 0.234139 3.614581 2.017329 -0.0207 -0.1161 0.1959 0.25
H 0.934745 2.419564 0.907997 -0.1079 0.0266 0.0857 0.24

---

4.
25
Properties=species:S:1:pos:R:3:forces:R:3:nbo_charge:R:1 method="wB97M-V/def2-TZVPD" smiles="C=C([NH+](C)C)[P@](=O)([O-])OCC" charge=0 de_lowest_kcal_mol=37.1 homo_energy_ev=-9.43 e_lumo_ev=0.194
C -0.532369 1.653516 0.060750 -2.0055 1.7729 -0.9715 -0.46
C -0.811978 0.354512 0.110606 2.3440 -0.1110 0.4971 -0.18
C 3.239131 1.414799 0.029492 3.7433 -2.6030 1.6950 -0.64
C -2.128954 -0.799444 -1.414037 -2.9547 -2.9438 -3.0156 -0.43
C -2.683962 -0.858111 0.918903 -1.0060 1.0902 0.9014 -0.41
C 3.068421 -0.109147 0.200639 0.4275 -0.6458 1.6884 -0.08
N -2.199126 -0.074936 -0.203961 2.0663 0.6793 1.4692 -0.40
O 0.957590 -1.468776 -1.074813 -0.3064 -1.0274 -1.6260 -1.14
O 0.173204 -1.949878 1.463061 -1.6409 -1.7486 0.3149 -1.13
O 1.906849 -0.450329 0.989792 -0.2201 1.2264 -0.4768 -0.84
P 0.667526 -1.199510 0.322200 -0.3471 3.0167 1.6563 2.42
H 0.413646 2.076121 0.400935 -0.1396 -0.3981 -0.3341 0.24
H -1.299356 2.501967 -0.383971 1.6221 -2.1858 1.3342 0.17
H 2.693096 1.820347 -0.730694 -1.0175 1.1901 -2.2297 0.21
H 3.029223 1.871283 0.941805 -1.1888 0.7217 1.6932 0.21
H 4.372939 1.618535 0.087458 -1.5315 -0.1807 -1.2734 0.22
H -1.440889 -1.696485 -1.481761 -0.3768 1.5333 0.7292 0.29
H -3.195314 -1.244026 -1.652139 1.8549 0.9319 0.4327 0.20
H -1.914615 -0.072571 -2.162995 0.4376 0.1135 -0.8940 0.23
H -2.577000 -0.196133 1.768169 -0.0850 -0.1236 0.4420 0.23
H -3.733065 -1.029256 0.738914 -0.3141 -0.5532 0.0545 0.20
H -2.064998 -1.702262 1.078515 0.4666 -0.9601 -0.0010 0.28
H 3.847804 -0.509454 0.933961 -0.3546 0.5943 -1.5856 0.18
H 2.955006 -0.736982 -0.697446 0.7777 0.6976 0.0506 0.22
H -2.742808 0.786216 -0.243381 -0.2514 -0.0869 -0.5510 0.42

---

5.
27
Properties=species:S:1:pos:R:3:forces:R:3:nbo_charge:R:1 method="wB97M-V/def2-TZVPD" smiles="CCC[S@](=O)([O-])=C(CC)S(N)(=O)=O" charge=-1 de_lowest_kcal_mol=93.3 homo_energy_ev=-4.16 e_lumo_ev=3.222
C -1.045664 -0.438071 0.668118 -2.0645 0.9973 -0.5851 -0.68
C -1.772395 -2.506867 -0.572472 -1.3278 0.0764 -1.7783 -0.63
C 4.119869 1.080807 0.369492 -2.5986 0.8511 -3.7844 -0.59
C -1.097722 -1.952474 0.683116 -1.4624 -0.3269 -1.5527 -0.50
C 2.787540 0.920195 -0.396716 -1.1551 -0.1645 1.4493 -0.42
C 1.584055 0.401955 0.395059 -0.8543 -1.5487 1.2891 -0.62
N -2.565787 1.935387 0.622415 -0.6501 -0.0352 1.6520 -1.06
O -4.042406 -0.032624 1.021245 0.2951 -0.5569 0.2531 -0.98
O -3.273621 0.531675 -1.228094 -0.3027 -0.9561 -1.8993 -0.99
O 0.302350 -0.458313 -1.804091 -0.4784 -0.0386 0.0935 -0.99
O -0.219077 1.698997 -0.708267 -1.1559 1.1022 -0.8039 -1.02
S -2.957247 0.372771 0.155619 2.6011 0.7612 1.6465 2.15
S -0.022580 0.277897 -0.582687 2.9329 -1.1388 1.2021 2.09
H -2.931585 -2.398993 -0.489561 1.9232 -0.2771 -0.1374 0.20
H -1.526367 -3.646159 -0.717305 -0.4065 2.1425 -0.1596 0.18
H -1.451434 -1.760362 -1.417235 -0.6060 -2.2973 0.9584 0.25
H 3.997362 1.962183 0.838519 0.0842 3.0010 2.2584 0.20
H 4.256777 0.323873 1.001843 0.7474 -3.0605 2.5525 0.19
H 4.906426 1.202617 -0.319446 1.1482 -0.1116 -0.8321 0.20
H -0.142856 -2.427789 0.647073 1.1951 0.2261 0.4813 0.21
H -1.681615 -2.441200 1.458210 0.2906 0.7013 0.9868 0.21
H 2.890240 0.290155 -1.200590 0.5016 -2.0573 -1.8609 0.20
H 2.379908 1.760537 -0.886172 0.2744 1.8645 -0.3098 0.22
H 1.849659 -0.602793 0.865872 -0.5866 1.1589 -0.3651 0.19
H 1.087373 1.075823 1.137962 1.3023 -0.4376 -0.1169 0.24
H -2.027569 2.357069 -0.083765 1.5982 0.0580 -1.0500 0.40
H -3.403628 2.473714 0.541861 -1.2452 0.0665 0.4126 0.35

---

6.
24
Properties=species:S:1:pos:R:3:forces:R:3:nbo_charge:R:1 method="wB97M-V/def2-TZVPD" charge=+1 de_lowest_kcal_mol=41.5 homo_energy_ev=-12.54 e_lumo_ev=-4.093
C 1.037952 -0.864919 0.010995 0.2760 1.1851 -1.2749 0.24
C -0.032766 -0.855175 -2.124508 -2.3504 0.4222 -1.6796 -0.30
C 0.744853 -2.278215 0.215499 0.7134 -1.0165 -0.3346 -0.15
C -0.038122 -2.361452 -1.991276 -1.1692 -1.4090 -1.1515 -0.10
C 1.362877 2.513843 0.134529 2.2403 0.5194 -0.4627 -0.77
C -1.950154 2.052027 2.386975 -0.7773 -0.7804 -2.0089 -0.66
N 0.727539 -0.232602 -1.075781 1.8816 0.7654 2.0975 -0.36
O -0.216024 -2.745484 -0.642264 -1.9950 -0.5562 -0.8417 -0.49
S 1.063120 1.503997 -1.353664 -0.0759 -0.0235 -0.8821 0.46
S -1.776644 0.373697 1.509689 -0.1900 1.7800 -0.6579 -0.13
H -2.139800 -0.313932 2.546458 -0.3469 -0.8045 0.9150 0.14
H 1.545990 -0.336926 0.797897 0.2010 0.3225 0.0741 0.24
H 0.207770 -0.668267 -3.190269 1.0037 0.5116 0.7927 0.26
H -0.992267 -0.286705 -2.055371 0.0660 -1.1089 0.1217 0.25
H 1.642055 -2.915145 -0.053418 -0.0809 0.8743 1.2340 0.24
H 0.391703 -2.346935 1.260110 0.3206 -0.5672 -0.4181 0.25
H -0.841137 -2.916781 -2.691118 1.4566 1.6270 1.9125 0.26
H 0.906298 -2.747087 -2.409432 0.1130 0.0842 0.4082 0.19
H 2.473585 2.715136 0.426623 -1.9125 -0.9778 -0.6000 0.26
H 0.771425 2.185511 0.946426 -0.5901 -0.2338 0.9585 0.24
H 1.003050 3.490471 -0.231308 -0.1577 -0.4006 0.1133 0.27
H -1.559444 1.812885 3.318334 0.9456 0.3407 1.6806 0.22
H -2.953322 2.483585 2.487433 0.0469 -0.7010 -0.2714 0.24
H -1.378537 2.738474 1.777443 0.3812 0.1472 0.2752 0.21

---

7.
22
Properties=species:S:1:pos:R:3:forces:R:3:nbo_charge:R:1 method="wB97M-V/def2-TZVPD" charge=-1 de_lowest_kcal_mol=129.6 homo_energy_ev=-2.46 e_lumo_ev=2.506
C 0.036836 0.976626 0.533052 -1.6053 0.5928 1.9209 -0.01
N -1.089871 0.405566 0.737228 -0.0802 0.2611 -0.6199 -0.51
C -1.556090 -0.690351 -0.117298 0.0108 -0.5261 0.6771 -0.10
C -2.238714 -0.091581 -1.349420 0.3653 -0.3297 -0.4302 -0.52
S -3.095314 -1.322800 -2.373791 -0.0712 -0.0162 -0.0916 -0.66
C -0.524646 -1.753525 -0.511741 -0.5304 0.1461 -0.0820 -0.65
C 1.312391 0.617140 0.010759 -0.5124 -0.0791 -1.9561 -0.19
C 2.495175 1.405654 0.489214 -0.5729 0.6290 -0.4637 -0.66
H 0.007238 1.235575 -1.364645 2.3359 -0.8267 0.9657 0.11
H 0.077798 2.001526 0.945022 0.0917 -0.0590 0.2330 0.15
H 1.396534 -0.729646 3.081702 -0.0662 0.1311 -0.0982 -0.02
H -2.345960 -1.203643 0.436685 -0.0304 0.0152 0.0612 0.19
H -2.941949 0.683346 -1.049907 0.2390 0.1454 0.0887 0.20
H -1.438005 0.340471 -2.013762 -0.1834 0.3146 0.3231 0.18
H -1.087333 -2.528854 -1.030030 0.1529 -0.0980 -0.0539 0.25
H 0.176831 -1.311387 -1.214271 0.1349 -0.2601 -0.1431 0.19
H -0.012496 -2.176846 0.356302 0.0674 0.0847 0.0084 0.18
H 0.990578 -0.266257 2.655000 0.0511 -0.1850 0.1526 0.02
H 1.522954 -0.434085 -0.154305 -0.1999 0.2196 -0.4363 0.21
H 2.914979 0.914796 1.369021 0.1499 -0.2249 -0.0802 0.22
H 2.136231 2.375952 0.836837 0.1993 0.1620 -0.1125 0.21
H 3.262834 1.552324 -0.271651 0.0541 -0.0970 0.1371 0.22

---

8.
22
Properties=species:S:1:pos:R:3:forces:R:3:nbo_charge:R:1 method="wB97M-V/def2-TZVPD" smiles=CCN(C)CCC[S-] charge=-1 de_lowest_kcal_mol=53.8 homo_energy_ev=-2.08 e_lumo_ev=3.151
C -1.607023 -0.296294 -1.190914 -0.5341 -2.7171 1.8117 -0.43
C -3.086364 -0.291767 -0.597171 0.4641 0.7648 -1.7836 -0.53
S -4.164620 -0.081463 -2.033335 -1.0926 -0.4871 -0.4447 -0.73
C -0.786528 0.063879 0.001972 1.3492 1.3111 0.9644 -0.19
N 0.670424 -0.158250 -0.013504 -0.6604 -0.7579 2.1566 -0.49
C 1.244379 -0.391306 1.305452 -0.8623 0.1092 -0.3838 -0.19
C 2.505524 0.420846 1.627975 -0.0531 1.4429 1.1615 -0.66
C 1.467011 0.266990 -1.110881 -0.2477 1.1954 0.1775 -0.42
H -1.396628 -1.345698 -1.522665 -0.1120 0.5091 0.3833 0.19
H -1.351598 0.275436 -2.061713 -0.7501 0.8403 -0.2568 0.21
H -3.237462 0.675360 -0.103121 0.3291 -0.4647 0.6995 0.18
H -3.325965 -1.172171 0.089515 0.6277 1.0349 -0.9274 0.18
H -0.980230 1.160613 0.182124 0.0991 -0.3699 -0.0677 0.14
H -1.175896 -0.420633 0.928469 0.2233 0.0536 -0.8861 0.19
H 1.586300 -1.437080 1.318969 -0.2382 -0.1054 0.4902 0.16
H 0.384039 -0.288925 2.028285 1.2509 0.0348 -0.4299 0.20
H 2.622086 1.433510 1.119295 0.0159 -1.7093 -0.1315 0.22
H 2.586123 0.782349 2.678563 -0.4291 -0.6873 -0.2517 0.21
H 3.290414 -0.325371 1.529608 0.7882 0.8556 -0.4676 0.21
H 1.086471 -0.381312 -1.884021 1.0579 -0.3051 -1.1444 0.20
H 1.041714 1.293117 -1.437006 1.4506 -0.7302 0.3200 0.17
H 2.627828 0.218170 -0.855896 -2.6765 0.1823 -0.9896 0.20

---

| no. | HOMO-LUMO gap (eV) |
| --- | --- |
| 1 | 7.3 |
| 2 | 10.0 |
| 3 | 8.6 |
| 4 | 9.6 |
| 5 | 7.4 |
| 6 | 8.4 |
| 7 | 5.0 |
| 8 | 5.2 |